Density functional theory data (ωB97M-V with the def2-TZVPD basis set) for a cluster of 14 separate species, C26H80O14 in total at a distorted geometry.

Properties
- Largest force on an atom: 0.048 hartree/bohr
- Highest occupied orbital energy: -9.99 eV
- HOMO-LUMO gap: 0.3706 Ha
- ΔE to the lowest compared entry with this formula, charge and spin: 490.60 kJ/mol
- E: -56917.6609 eV

Cartesian coordinates (Å):
1 C -20.27868 1.99921 3.22118
2 C -20.61696 3.22842 4.04919
3 C -21.42495 4.26523 3.23089
4 O -21.41180 2.80256 5.07176
5 H -19.43622 2.33848 2.61849
6 H -21.09646 1.82146 2.52281
7 H -19.98090 1.09228 3.74742
8 H -19.73662 3.75040 4.42419
9 H -21.76413 5.09349 3.85301
10 H -22.28797 3.86537 2.69852
11 H -20.72308 4.61199 2.47245
12 H -21.54911 3.62768 5.54286
13 C -26.04187 3.73128 -3.79923
14 C -26.75490 2.60611 -2.99673
15 C -26.17218 2.38328 -1.61751
16 O -28.14285 2.94836 -2.85671
17 H -25.01634 3.98608 -3.53190
18 H -26.51001 4.69711 -3.60918
19 H -26.07604 3.56604 -4.87609
20 H -26.59748 1.70005 -3.58183
21 H -25.08725 2.33355 -1.71004
22 H -26.60886 1.44849 -1.26600
23 H -26.45892 3.22853 -0.99187
24 H -28.46105 2.98984 -3.76149
25 C -29.03670 7.10648 7.90592
26 C -27.89699 7.79893 7.12899
27 C -27.17203 6.87679 6.18797
28 O -28.48316 8.75019 6.30768
29 H -28.73019 6.40086 8.67810
30 H -29.57738 6.46590 7.20921
31 H -29.68200 7.80510 8.43847
32 H -27.19125 8.18231 7.86589
33 H -26.72310 6.13435 6.84778
34 H -26.36141 7.38869 5.66936
35 H -27.82878 6.30120 5.53568
36 H -28.99960 8.31145 5.62768
37 C -26.34508 -1.86455 3.96785
38 C -25.67105 -0.53353 4.40392
39 C -26.69555 0.45696 4.87763
40 O -24.68725 -0.85236 5.35754
41 H -26.93656 -2.25384 4.79653
42 H -25.59143 -2.53892 3.56123
43 H -27.02060 -1.71698 3.12525
44 H -25.19806 -0.09232 3.52660
45 H -27.36186 0.00346 5.61143
46 H -27.22433 0.80314 3.98957
47 H -26.12768 1.31117 5.24635
48 H -24.17965 -0.04155 5.43842
49 C -11.90623 2.65824 5.27520
50 C -12.80145 1.83042 4.31863
51 C -12.56268 0.33167 4.50407
52 O -14.18551 2.08666 4.53365
53 H -10.87732 2.51470 4.94528
54 H -12.13641 2.36181 6.29854
55 H -12.18970 3.70177 5.13812
56 H -12.58546 2.09427 3.28333
57 H -12.86343 0.01659 5.50325
58 H -11.49714 0.10553 4.54382
59 H -12.94743 -0.31251 3.71344
60 H -14.43027 1.63838 5.34651
61 C -25.77480 1.68758 10.89585
62 C -24.50785 1.50661 11.71256
63 C -23.36208 0.83925 10.88312
64 O -24.02227 2.83760 12.10043
65 H -26.16701 0.76504 10.46784
66 H -25.58527 2.40849 10.10058
67 H -26.59686 2.09366 11.48524
68 H -24.67123 0.93942 12.62892
69 H -22.42402 0.60290 11.38536
70 H -23.04581 1.45268 10.03945
71 H -23.60232 -0.07747 10.34462
72 H -24.71073 3.14076 12.69684
73 C -18.40782 -1.22510 7.98434
74 O -17.27767 -0.96606 7.16399
75 H -19.34748 -1.37287 7.45209
76 H -18.19324 -2.05177 8.66159
77 H -18.54296 -0.32914 8.59024
78 H -17.19177 -1.70858 6.56158
79 C -21.73924 7.33520 9.63486
80 O -22.50106 6.21410 9.26033
81 H -22.37297 8.09882 10.08584
82 H -20.89335 7.08184 10.27392
83 H -21.31382 7.75035 8.72121
84 H -22.59910 5.72449 10.08025
85 C -14.75747 5.36714 0.58850
86 O -15.55637 5.50080 1.72486
87 H -13.74267 5.70597 0.79701
88 H -14.73390 4.35533 0.18382
89 H -15.22371 5.99414 -0.17150
90 H -15.44360 4.74077 2.30040
91 C -19.48991 3.69017 -2.34842
92 O -19.03849 2.88936 -3.40720
93 H -18.68634 3.87476 -1.63546
94 H -19.86120 4.65568 -2.69200
95 H -20.27862 3.13427 -1.84147
96 H -19.06072 1.99108 -3.06927
97 C -18.02712 -4.91568 3.91914
98 O -16.74209 -4.28484 4.00783
99 H -18.82747 -4.17598 3.89949
100 H -18.09171 -5.51438 3.01057
101 H -18.24707 -5.54491 4.78156
102 H -16.09416 -4.81312 3.53591
103 C -22.00243 -2.66705 -0.47332
104 O -21.17910 -3.37562 -1.31190
105 H -21.79600 -2.78301 0.59066
106 H -21.90242 -1.61521 -0.74117
107 H -23.04240 -2.96486 -0.60709
108 H -21.64217 -4.13934 -1.66393
109 C -16.43118 -1.28327 -0.27699
110 O -17.31318 -1.01982 -1.33296
111 H -16.05486 -2.29921 -0.15727
112 H -15.50342 -0.71282 -0.32120
113 H -16.84599 -1.03683 0.70041
114 H -17.94228 -1.74098 -1.40878
115 C -18.37731 8.91540 4.68644
116 O -17.52095 9.05983 3.57304
117 H -18.40742 9.81011 5.30829
118 H -19.39518 8.54203 4.57400
119 H -17.82409 8.18517 5.27705
120 H -17.36484 8.19329 3.19051

These are the Mulliken partial charges, in e, on atoms 1 to 8: number 1, C, carries -1.25; number 2, C, carries 0.52; number 3, C, carries -1.30; number 4, O, carries -0.48; number 5, H, carries 0.34; number 6, H, carries 0.30; number 7, H, carries 0.33; number 8, H, carries 0.23